(1)
Formula: C26H50NP3SeTl
Source: the OMol25 dataset
Level of theory: ωB97M-V/def2-TZVPD

```
82
C26H50NP3SeTl | the OMol25 dataset | ωB97M-V/def2-TZVPD
Tl -0.770 -0.389 -0.775
P -3.501 -0.407 -0.739
P 0.089 -3.012 -0.281
P -0.235 2.374 -1.044
H 4.330 -1.243 -1.683
C 4.189 -0.198 -1.384
C 4.152 0.180 -0.093
H 4.204 -0.544 0.729
C -4.403 -0.252 -2.321
C -4.174 -1.957 -0.040
C -4.215 0.897 0.320
C 1.890 -3.234 -0.077
C -0.601 -3.851 1.190
C -0.309 -4.161 -1.648
C 1.515 2.905 -1.027
C -1.005 3.562 0.121
C -0.774 2.996 -2.677
H 4.079 0.524 -2.204
H 4.102 1.234 0.205
H -5.475 -0.443 -2.159
H -3.996 -0.975 -3.045
H -4.267 0.759 -2.730
H -5.151 -2.174 -0.497
H -4.288 -1.864 1.050
H -3.482 -2.785 -0.261
H -5.301 0.966 0.163
H -3.749 1.862 0.076
H -4.011 0.663 1.375
H 2.206 -4.149 -0.598
H 2.131 -3.316 0.991
H 2.427 -2.371 -0.495
H -0.463 -4.940 1.108
H -1.673 -3.627 1.278
H -0.099 -3.481 2.094
H 0.414 -4.992 -1.644
H -0.255 -3.619 -2.607
H -1.329 -4.558 -1.528
H 1.667 3.672 -1.799
H 2.174 2.051 -1.233
H 1.769 3.325 -0.044
H -1.389 4.439 -0.425
H -0.264 3.898 0.864
H -1.842 3.079 0.650
H -0.150 3.856 -2.959
H -1.828 3.306 -2.633
H -0.666 2.197 -3.425
C 0.569 -0.457 -4.526
C 1.920 -0.774 -4.244
C 2.922 -0.480 -5.170
C 2.614 0.182 -6.372
C 1.278 0.540 -6.637
C 0.269 0.231 -5.728
Se -0.836 -0.991 -3.394
H -0.550 0.026 1.496
H 2.157 -1.259 -3.293
H 3.956 -0.774 -4.962
H 3.395 0.405 -7.101
H 1.024 1.051 -7.567
H -0.771 0.501 -5.934
C -0.089 2.643 4.060
N 1.347 2.233 3.965
C 1.977 2.061 5.307
C 1.558 1.037 3.010
C 0.605 -0.064 3.360
C 0.809 -0.795 4.532
C -0.202 -1.629 5.006
C -1.422 -1.709 4.329
C -1.581 -1.053 3.100
C -0.514 -0.332 2.556
H -0.638 1.884 4.628
H -0.503 2.743 3.050
H -0.122 3.602 4.587
H 1.852 3.016 3.522
H 1.450 1.284 5.863
H 3.029 1.795 5.165
H 1.896 3.015 5.834
H 1.393 1.435 2.001
H 2.611 0.747 3.112
H 1.751 -0.698 5.083
H -0.040 -2.216 5.915
H -2.250 -2.290 4.743
H -2.533 -1.114 2.563
```

Results
Net charge: +3
E (Ha): -4672.4450
Kohn-Sham gap (spin up / spin down) (eV): 4.90 / 4.90

Atom charges from the Löwdin analysis, given in e for atoms 1 to 6: 0.32, 0.74, 0.77, 0.77, 0.06, -0.07

---

(2)
Formula: C12H18Br2IrN3OPS
Source: the OMol25 dataset
Level of theory: ωB97M-V/def2-TZVPD

```
39
C12H18Br2IrN3OPS | the OMol25 dataset | ωB97M-V/def2-TZVPD
Ir -0.534 -0.094 -0.245
N 2.722 2.551 -1.901
C 2.021 1.574 -1.346
S 0.572 1.015 -2.180
N 2.430 0.990 -0.259
N 1.723 0.131 0.423
C 2.367 -0.720 1.185
C 1.820 -1.782 1.939
C 2.690 -2.750 2.471
C 2.214 -3.869 3.118
C 0.827 -4.046 3.283
C -0.063 -3.117 2.817
C 0.383 -1.945 2.123
O -0.452 -1.114 1.666
H 2.500 2.892 -2.825
H 3.552 2.902 -1.443
H 3.454 -0.652 1.188
H 3.753 -2.618 2.330
H 2.899 -4.610 3.502
H 0.462 -4.931 3.784
H -1.126 -3.238 2.972
Br -2.577 -2.238 -0.765
C -1.280 -3.659 -0.699
Br 0.471 -2.930 -1.110
H -1.537 -4.424 -1.431
H -1.263 -4.054 0.315
C -3.344 1.576 -1.446
P -2.318 1.587 0.063
C -1.865 3.337 0.295
C -3.475 1.240 1.424
H -4.154 2.297 -1.331
H -3.767 0.586 -1.606
H -2.743 1.853 -2.312
H -2.785 3.922 0.342
H -1.261 3.691 -0.539
H -1.310 3.469 1.222
H -4.295 1.959 1.371
H -2.968 1.343 2.381
H -3.875 0.232 1.339
```

Results
Net charge: +2
E (Ha): -6698.8363
2S+1: 2
Kohn-Sham gap (spin up / spin down) (eV): 5.97 / 5.38

Atom charges from the Löwdin analysis, given in e for atoms 1 to 6: 0.74, 0.15, -0.79, 0.59, -0.01, -0.06

---

(3)
Formula: C9H12N5O
Source: the OMol25 dataset
Level of theory: ωB97M-V/def2-TZVPD

```
27
C9H12N5O | the OMol25 dataset | ωB97M-V/def2-TZVPD
N 1.757 -0.706 0.171
C 0.763 -0.017 -0.525
N -0.418 0.133 0.432
C -1.250 1.174 0.189
N -2.286 1.528 0.897
C -2.622 0.794 1.997
C -1.823 -0.291 2.375
N -1.789 -1.059 3.504
C -0.684 -1.647 3.455
N 0.116 -1.339 2.314
C -0.638 -0.454 1.591
C 0.311 -0.697 -1.974
C 0.372 0.492 -2.947
C 1.556 1.210 -2.350
O 1.293 1.209 -0.958
H 2.217 -0.107 0.771
H 2.518 -0.861 -0.622
H -1.084 1.750 -0.811
H -3.671 1.092 2.469
H -0.296 -2.157 4.276
H 1.060 -1.637 2.251
H -0.732 -1.160 -1.976
H 1.045 -1.379 -2.209
H 0.539 0.114 -3.928
H -0.421 1.145 -3.069
H 2.378 0.614 -2.719
H 1.790 2.257 -2.606
```

Results
Net charge: +1
E (Ha): -698.8917
Energy above the lowest of the compared OMol25 structures with the same formula, charge and spin (eV): 0.321
SMILES: N[C@]1([n+]2cncc3nc[nH]c32)CCCO1
Kohn-Sham gap (eV): 9.60

Atom charges from the Löwdin analysis, given in e for atoms 1 to 6: 0.13, -0.46, 0.14, -0.08, 0.11, 0.03

---

(4)
Formula: C3H5FN2
Source: the OMol25 dataset
Level of theory: ωB97M-V/def2-TZVPD

```
11
C3H5FN2 | the OMol25 dataset | ωB97M-V/def2-TZVPD
H -2.174 -1.748 0.087
N -1.245 -1.171 0.016
C -1.424 0.108 0.065
N -0.393 0.911 -0.224
C 0.960 0.641 -0.067
C 1.520 -0.597 -0.118
F 2.871 -0.313 0.032
H -2.496 0.518 -0.103
H -0.540 1.910 0.308
H 1.670 1.370 0.394
H 1.251 -1.630 -0.391
```

Results
E (Ha): -326.5986
Energy above the lowest of the compared OMol25 structures with the same formula, charge and spin (eV): 1.945
SMILES: [H]/N=C/N/C=C/F
Kohn-Sham gap (eV): 9.17

Atom charges from the Löwdin analysis, given in e for atoms 1 to 6: 0.08, 0.05, -0.36, -0.04, -0.14, -0.09

---

(5)
Formula: C29H46F3O15SY
Source: the OMol25 dataset
Level of theory: ωB97M-V/def2-TZVPD

```
95
C29H46F3O15SY | the OMol25 dataset | ωB97M-V/def2-TZVPD
Y -4.101 1.674 2.644
C -0.304 2.625 -0.614
F 0.902 3.065 -0.857
F -1.292 3.521 -0.816
F -0.640 1.613 -1.405
S -0.545 2.020 1.270
O -0.140 0.642 1.246
O 0.258 2.792 2.164
O -1.981 2.163 1.652
C -2.154 0.515 -5.625
C -3.096 0.152 -6.728
C -4.374 -0.212 -5.951
O -4.008 -0.082 -4.585
C -3.037 0.895 -4.468
H -1.459 1.327 -5.837
H -1.555 -0.379 -5.450
H -2.796 -0.651 -7.401
H -3.350 0.955 -7.420
H -4.644 -1.241 -6.191
H -5.247 0.363 -6.257
H -2.434 0.955 -3.562
H -3.535 1.862 -4.537
C -0.118 -4.113 0.926
C 0.928 -5.080 0.624
C 2.123 -4.815 1.573
O 2.082 -3.426 1.793
C 0.648 -3.049 1.835
H -1.042 -4.540 1.317
H -0.390 -3.603 0.002
H 1.318 -4.870 -0.372
H 0.617 -6.108 0.440
H 3.033 -5.281 1.195
H 1.819 -5.291 2.505
H 0.364 -2.060 1.477
H 0.382 -3.186 2.884
O -2.313 2.089 4.203
C -1.548 2.252 5.155
O -0.884 3.366 5.355
C -0.190 3.468 6.575
C -0.737 2.258 7.301
C -1.278 1.289 6.323
H -0.320 4.397 7.130
H 0.860 3.461 6.280
H -1.580 2.701 7.832
H 0.019 1.886 7.992
H -2.208 0.843 6.678
H -0.536 0.502 6.193
O -3.883 0.422 0.656
C -3.518 -0.561 -0.028
O -3.711 -0.515 -1.340
C -3.369 -1.754 -2.004
C -2.449 -2.366 -1.025
C -2.817 -1.864 0.369
H -2.865 -1.564 -2.952
H -4.260 -2.295 -2.324
H -1.416 -2.070 -1.212
H -2.441 -3.455 -1.041
H -1.918 -1.741 0.973
H -3.596 -2.451 0.858
O 2.240 -1.230 7.037
C 2.207 -0.816 5.830
O 2.164 0.540 5.537
C 2.291 0.932 4.162
C 2.413 -0.437 3.430
C 2.116 -1.561 4.520
H 3.017 1.710 3.925
H 1.344 1.409 3.913
H 3.444 -0.566 3.103
H 1.790 -0.573 2.546
H 2.886 -2.332 4.567
H 1.107 -1.951 4.655
O 1.546 5.895 -3.753
C 2.020 4.806 -3.575
O 3.005 4.661 -2.738
C 3.615 3.366 -2.748
C 3.209 2.891 -4.134
C 1.806 3.477 -4.289
H 3.382 2.745 -1.883
H 4.676 3.590 -2.637
H 3.261 1.868 -4.507
H 4.011 3.294 -4.752
H 1.004 2.976 -3.747
H 1.662 3.529 -5.368
O 1.005 -1.137 -4.451
C 1.635 -1.054 -3.388
O 1.665 0.053 -2.553
C 2.178 -0.253 -1.297
C 2.126 -1.776 -1.192
C 2.163 -2.159 -2.661
H 1.649 0.182 -0.450
H 3.229 0.031 -1.354
H 1.176 -1.972 -0.695
H 2.974 -2.174 -0.634
H 1.528 -3.013 -2.897
H 3.188 -2.401 -2.942
```

Results
Net charge: +2
E (Ha): -2996.6505
Kohn-Sham gap (eV): 2.84

Atom charges from the Löwdin analysis, given in e for atoms 1 to 6: 2.19, -0.60, 0.21, 0.13, 0.14, 0.55

---

(6)
Formula: C44H125N11O13
Source: the OMol25 dataset
Level of theory: ωB97M-V/def2-TZVPD

```
193
C44H125N11O13 | the OMol25 dataset | ωB97M-V/def2-TZVPD
C 4.117 0.766 -5.025
C 4.732 -0.433 -5.756
C 6.047 -0.050 -6.432
O 6.735 -1.230 -6.800
C 7.910 -0.939 -7.536
N 4.963 -1.509 -4.748
H 4.448 0.873 -3.996
H 3.026 0.737 -5.082
H 4.323 1.691 -5.579
H 4.064 -0.852 -6.514
H 6.625 0.504 -5.679
H 5.854 0.593 -7.297
H 8.688 -0.516 -6.892
H 7.671 -0.309 -8.392
H 8.332 -1.895 -7.848
H 5.349 -1.014 -3.938
H 5.790 -2.014 -5.060
C 1.639 -3.032 -6.323
C 1.309 -1.791 -5.492
C -0.169 -1.561 -5.298
O -0.797 -1.432 -6.556
C -2.150 -1.074 -6.520
N 1.996 -1.829 -4.199
H 2.709 -3.104 -6.534
H 1.045 -2.961 -7.236
H 1.497 -3.961 -5.760
H 1.656 -0.967 -6.127
H -0.295 -0.661 -4.688
H -0.678 -2.365 -4.746
H -2.269 -0.052 -6.139
H -2.788 -1.743 -5.930
H -2.510 -1.090 -7.548
H 3.009 -1.710 -4.311
H 1.901 -2.768 -3.823
C 3.600 2.025 1.591
C 3.729 3.228 0.652
C 2.391 3.645 0.023
O 2.561 4.776 -0.815
C 1.348 5.128 -1.465
N 4.332 4.332 1.392
H 4.580 1.709 1.943
H 3.111 1.222 1.035
H 2.965 2.255 2.451
H 4.323 2.938 -0.220
H 1.710 3.864 0.855
H 1.984 2.869 -0.636
H 0.597 5.357 -0.701
H 0.938 4.272 -2.016
H 1.614 5.936 -2.138
H 4.146 5.190 0.876
H 3.836 4.468 2.269
C -4.627 1.354 -0.291
C -5.994 1.175 -0.925
C -5.924 0.407 -2.236
O -7.173 0.516 -2.889
C -7.188 -0.273 -4.072
N -6.958 0.543 -0.001
H -4.165 0.393 -0.038
H -4.752 1.858 0.668
H -3.962 1.907 -0.951
H -6.391 2.166 -1.162
H -5.686 -0.652 -2.069
H -5.125 0.845 -2.854
H -7.108 -1.322 -3.774
H -6.449 0.112 -4.776
H -8.169 -0.197 -4.542
H -7.826 0.585 -0.524
H -6.713 -0.414 0.216
C -1.896 -5.019 3.697
C -0.556 -4.748 3.051
C 0.245 -3.846 3.988
O 1.504 -3.564 3.419
C 2.400 -2.871 4.255
N 0.183 -6.018 2.897
H -2.702 -5.383 3.058
H -2.341 -4.056 3.989
H -1.841 -5.607 4.614
H -0.706 -4.325 2.059
H 0.346 -4.236 5.008
H -0.289 -2.880 4.050
H 3.399 -2.903 3.821
H 2.452 -3.282 5.267
H 2.101 -1.816 4.263
H 0.143 -6.558 3.756
H 1.165 -5.776 2.791
C 5.823 -3.841 -0.285
C 4.512 -3.134 -0.650
C 3.270 -3.770 -0.056
O 2.129 -3.314 -0.750
C 0.956 -3.849 -0.199
N 4.619 -1.687 -0.394
H 5.942 -4.778 -0.829
H 5.785 -4.157 0.765
H 6.690 -3.196 -0.401
H 4.487 -3.205 -1.743
H 3.142 -3.642 1.028
H 3.370 -4.859 -0.191
H 0.933 -4.936 -0.070
H 0.106 -3.547 -0.813
H 0.753 -3.390 0.776
H 3.658 -1.356 -0.300
H 5.016 -1.464 0.517
C 0.134 3.801 2.899
C -0.797 4.505 3.900
C -0.559 5.998 3.962
O 0.750 6.318 4.405
C 1.030 7.678 4.217
N -2.206 4.290 3.562
H -0.032 4.175 1.889
H -0.043 2.727 2.916
H 1.181 3.948 3.182
H -0.677 4.023 4.874
H -1.320 6.432 4.619
H -0.709 6.435 2.965
H 0.164 8.319 4.417
H 1.381 7.931 3.209
H 1.820 7.982 4.904
H -2.416 3.301 3.448
H -2.375 4.710 2.651
C 0.609 -0.259 1.866
C 0.231 0.920 0.971
C 0.458 0.660 -0.497
O 1.792 0.244 -0.685
C 2.119 -0.202 -1.974
N -1.202 1.223 1.057
H -0.096 -1.069 1.654
H 0.475 -0.003 2.921
H 1.641 -0.576 1.713
H 0.793 1.806 1.265
H 0.243 1.578 -1.057
H -0.195 -0.109 -0.939
H 1.748 -1.199 -2.213
H 3.196 -0.230 -2.116
H 1.670 0.407 -2.771
H -1.728 0.427 0.700
H -1.557 1.298 2.012
C 0.230 -0.494 7.777
C -0.500 -0.752 6.456
C -1.482 -1.933 6.452
O -2.344 -1.755 7.556
C -3.337 -2.758 7.591
N -1.227 0.474 6.035
H 0.688 -1.441 8.081
H -0.406 -0.177 8.600
H 1.037 0.229 7.655
H 0.136 -0.941 5.585
H -1.027 -2.927 6.529
H -1.976 -1.877 5.470
H -3.906 -2.661 8.511
H -2.921 -3.763 7.447
H -4.019 -2.644 6.735
H -0.833 1.323 6.420
H -2.162 0.366 6.428
C -6.030 -0.548 6.207
C -6.285 0.070 4.834
C -5.761 -0.807 3.714
O -4.340 -0.853 3.740
C -3.823 -1.743 2.778
N -7.707 0.357 4.615
H -6.281 -1.615 6.184
H -6.547 -0.071 7.039
H -4.965 -0.510 6.465
H -5.776 1.038 4.867
H -6.022 -0.343 2.754
H -6.226 -1.797 3.787
H -4.045 -1.335 1.777
H -4.325 -2.716 2.796
H -2.742 -1.833 2.864
H -7.964 0.943 5.404
H -8.301 -0.461 4.726
C -1.043 1.938 -7.655
C 0.020 2.469 -6.708
C -0.080 1.825 -5.332
O -1.301 2.134 -4.682
C -1.445 1.442 -3.450
N 1.329 2.163 -7.299
H -0.938 2.339 -8.662
H -2.032 2.180 -7.260
H -1.003 0.850 -7.758
H -0.110 3.548 -6.615
H 0.799 2.113 -4.736
H 0.043 0.738 -5.426
H -2.291 0.756 -3.573
H -1.804 2.171 -2.717
H -0.565 0.927 -3.079
H 1.446 1.163 -7.407
H 2.074 2.533 -6.721
O 6.437 -0.608 -2.380
H 5.671 -0.958 -1.873
H 6.755 0.149 -1.879
O -2.765 1.338 3.734
H -2.263 1.152 4.553
H -3.401 0.594 3.662
```

Results
E (Ha): -3331.6428
Energy above the lowest of the compared OMol25 structures with the same formula, charge and spin (eV): 0.000
Kohn-Sham gap (eV): 8.82

Atom charges from the Löwdin analysis, given in e for atoms 1 to 6: -0.05, -0.39, -0.21, -0.20, -0.10, 0.04

---

- Among the records above, which one has the lowest E?
  C12H18Br2IrN3OPS